Formula: C2H4HgO
Source: the Open Molecules 2025 dataset
Level of theory: ωB97M-V/def2-TZVPD

CARTESIAN COORDINATES (ANGSTROEM)
O1 -2.62780 -1.78217 -0.91584
Hg1 -1.49304 -0.44340 -0.31976
C1 0.88555 0.05314 -0.35606
C2 0.44472 0.67262 0.75701
H1 1.28326 -0.96540 -0.31064
H2 0.93215 0.58226 -1.31306
H3 0.46071 0.16797 1.72724
H4 0.11444 1.71497 0.73111

Its spin multiplicity is 2. Its LUMO energy (spin up / spin down) is -6.06 / -6.91 eV. Its expectation value of S² is 0.76. As for the net charge: +1.